Density functional theory data (the ωB97M-V functional and the def2-TZVPD basis) for 6 unconnected molecules or ions with the total composition C36H36F15NO13.

Calculated values
orbital gap = 9.056 eV
LUMO level = -0.80 eV
net charge = 0
E_HOMO = -9.85 eV
SMILES = Nc1cc(CC=O)cc2c1C(=O)c1ccccc1C2=O.CCOC(=O)C(F)(F)F.CCOC(=O)C(F)(F)F.CCOC(=O)C(F)(F)F.CCOC(=O)C(F)(F)F.CCOC(=O)C(F)(F)F
2S+1 = 1

Element x y z (Å)
F  -2.8988  -2.3440  5.8825
F  1.2479  5.9437  4.6666
F  -5.4590  3.8500  2.4369
F  2.0491  -6.0577  4.1126
F  1.7923  4.4914  3.1695
F  0.8622  -4.2568  4.2257
F  0.6332  -5.6172  2.5622
F  -0.0351  5.6259  2.9669
F  2.1648  3.4170  -10.8666
F  -5.7767  4.5299  4.4534
F  -7.3449  4.7348  2.9894
F  4.0028  4.4725  -11.2820
F  2.5238  5.3448  -9.9780
F  -4.6609  -2.0710  4.6815
F  -3.1494  -0.5378  4.7236
O  -0.7177  3.1965  3.7915
O  -5.2005  7.0502  3.5936
O  4.0409  4.0854  -8.0975
O  0.3377  0.4340  -0.7580
O  -1.4063  -2.0471  3.4208
O  -5.4540  6.3311  1.4806
O  0.9756  -4.1862  -1.3039
O  0.1320  -6.4953  5.9063
O  4.0661  2.2655  -9.4139
O  0.1221  3.7374  5.8037
O  -3.1173  -3.3898  2.8530
O  -1.3161  -6.6127  4.1924
O  5.4701  -0.0101  -4.9539
N  3.6436  -4.1504  -2.5500
C  2.1804  -2.2416  -2.0570
C  -2.6344  -2.5357  3.5327
C  -0.7762  -8.6483  6.5896
C  -0.8184  -7.1461  6.7703
C  -5.4938  6.2064  2.8012
C  4.2304  -0.4839  -2.3982
C  3.4433  -2.7299  -2.3745
C  3.7833  3.5268  -9.1221
C  -0.8984  -1.9713  1.0421
C  -2.2789  -2.6618  -3.7484
C  6.0883  0.1243  -3.9170
C  -3.5037  7.6956  0.9708
C  -0.2609  -6.2991  4.6543
C  1.9682  -0.8911  -1.9009
C  4.4653  -1.8347  -2.5376
C  5.3565  0.5317  -2.6193
C  0.9617  -3.1215  -1.8947
C  -0.2935  -2.5333  -2.4962
C  -1.5969  -0.5512  -2.8645
C  0.5631  -0.4328  -1.5778
C  2.9941  0.0092  -2.0661
C  4.7483  1.5157  -8.3876
C  -0.5905  -2.6149  2.3764
C  0.7617  5.0116  3.8515
C  -0.5046  -1.1803  -2.3370
C  0.8324  -5.5556  3.8769
C  -3.3480  -1.8654  4.7130
C  -2.7418  2.5876  4.9869
C  0.0159  3.9175  4.6276
C  -1.4482  2.0979  4.3722
C  3.1057  4.1992  -10.3239
C  -2.4919  -1.3216  -3.5765
C  -1.1825  -3.2985  -3.2030
C  -5.0151  7.6079  0.9812
C  3.7755  0.9883  -7.3575
C  -6.0205  4.8154  3.1772
H  -2.9623  -3.2709  -4.3310
H  -3.3279  3.1405  4.2521
H  -1.7634  0.5116  -2.7363
H  5.5279  2.1234  -7.9293
H  -3.1008  7.6435  1.9823
H  3.2598  -4.6297  -1.7399
H  4.9008  1.4971  -2.8545
H  -3.1795  8.6317  0.5174
H  -3.0768  6.8636  0.4095
H  7.1809  -0.0760  -3.8886
H  -1.6619  1.4073  3.5589
H  -0.8333  1.5641  5.0960
H  -0.2253  -2.3477  0.2769
H  -1.0009  -4.3583  -3.3385
H  -1.8190  -6.7489  6.6029
H  2.9880  0.4056  -7.8392
H  -1.9239  -2.1784  0.7326
H  -2.5488  3.2651  5.8192
H  -0.7143  -3.6921  2.3379
H  5.2382  0.6875  -8.8961
H  -5.4007  7.6833  -0.0338
H  4.2931  0.3592  -6.6331
H  -5.4608  8.4165  1.5596
H  0.4412  -2.4159  2.6542
H  5.4617  -2.1625  -2.8132
H  3.0009  -4.4136  -3.2953
H  0.2380  -9.0220  6.7357
H  -0.7948  -0.8880  1.1046
H  -3.3704  -0.9013  -4.0534
H  -3.3334  1.7519  5.3533
H  2.7872  1.0683  -1.9650
H  -1.0832  -8.9307  5.5826
H  3.2900  1.8049  -6.8216
H  -0.5303  -6.8839  7.7865
H  6.0396  0.5811  -1.7693
H  -1.4394  -9.1365  7.3029

These are the Löwdin partial charges, in e, on atoms 1 to 6: number 1, F, carries 0.17; number 2, F, carries 0.17; number 3, F, carries 0.16; number 4, F, carries 0.17; number 5, F, carries 0.16; number 6, F, carries 0.16

---

Density functional theory data (the ωB97M-V functional and the def2-TZVPD basis) for a molecular structure, C36H37BKN7OS5.

Calculated values
ΔE to the lowest compared entry with this formula, charge and spin = 144.4 kJ/mol
orbital gap = 5.712 eV
LUMO level = 3.77 eV
net charge = -2
E_HOMO = -1.94 eV
2S+1 = 1

Element x y z (Å)
K  0.5144  0.1304  -0.2030
S  -0.1319  0.2819  -3.1899
S  -1.5166  -4.2312  -1.3045
S  -0.9419  4.6597  1.5497
S  -3.3544  -0.0450  2.7002
S  -0.4786  2.9564  -0.8715
O  2.6218  -0.7182  -0.4483
N  -3.8544  -1.6305  0.5012
N  0.7695  2.7295  1.5867
N  -1.9954  -3.1616  1.2051
N  -0.6190  -0.8983  -2.2923
N  1.7642  1.8584  1.1471
N  -4.0834  0.5003  0.1328
N  0.1068  -3.3818  0.7229
C  5.2710  -0.8806  2.7346
C  0.2886  5.2404  2.7503
C  1.3359  -3.6536  0.0021
C  -2.1210  1.6064  -6.5059
C  -0.0581  3.2803  0.7556
C  -1.2666  -2.6624  2.2600
C  -4.0566  1.9371  0.3054
C  3.6646  5.9773  1.1954
C  3.4375  -0.7239  0.5331
C  -1.1448  -3.5816  0.2408
C  -3.7633  -0.4139  1.0863
C  2.6061  5.3031  1.7886
C  1.2255  0.7269  3.2363
C  -4.2126  -1.4682  -0.8164
C  -4.3622  -0.1467  -1.0551
C  4.1293  -0.0950  2.8005
C  3.4570  0.2374  -5.0220
C  2.3667  0.5937  -4.2354
C  -1.3613  0.5674  -4.4878
C  1.1652  -1.3393  -5.0429
C  2.4257  8.0271  1.3044
C  0.0441  -2.7844  1.9690
C  3.3988  -0.8984  -5.8121
C  1.3653  7.3496  1.8854
C  -1.1140  1.3860  -5.5819
C  5.4967  -1.6019  1.5614
C  -3.3665  1.0096  -6.3383
C  4.6150  -1.5318  0.5060
C  2.2546  -1.6915  -5.8184
C  2.0436  0.9218  1.9828
C  3.5814  7.3408  0.9538
C  1.4425  5.9833  2.1400
C  -2.5992  -0.0215  -4.3021
C  3.2272  0.0238  1.7483
C  -3.6021  0.1990  -5.2398
C  1.2277  -0.1911  -4.2655
B  -3.5467  -3.0241  1.1403
H  -4.2935  -2.3197  -1.4656
H  2.6654  4.2363  1.9539
H  -4.0181  -3.8724  0.4199
H  -4.1503  1.1824  -7.0642
H  3.9307  0.4661  3.7098
H  5.9567  -0.9338  3.5705
H  -1.7624  -2.2293  3.1088
H  -3.9721  2.1418  1.3712
H  4.4069  7.8643  0.4876
H  1.1431  -4.4502  -0.7135
H  1.6680  -2.7551  -0.5195
H  0.4576  7.8827  2.1425
H  0.6392  4.3558  3.2783
H  4.3570  0.8374  -4.9953
H  -3.9710  -3.0614  2.2735
H  2.2196  -2.5900  -6.4208
H  -3.1900  2.3678  -0.2022
H  -0.8289  -1.7718  -2.7700
H  1.2403  1.6340  3.8429
H  2.3475  9.0913  1.1151
H  -1.9349  2.2449  -7.3604
H  0.1734  0.5634  2.9884
H  4.7824  -2.1015  -0.4007
H  -4.6379  0.3949  -1.9417
H  2.4087  1.4534  -3.5794
H  4.5527  5.4266  0.9140
H  -4.5715  -0.2624  -5.1021
H  -0.1423  1.8460  -5.7122
H  4.2525  -1.1811  -6.4147
H  6.3742  -2.2378  1.4776
H  1.5927  -0.1190  3.8148
H  -4.9806  2.3676  -0.0845
H  -0.2547  5.8780  3.4507
H  0.2761  -1.9570  -5.0250
H  0.9289  -2.5071  2.5144
H  2.1013  -3.9582  0.7164
H  -2.7646  -0.6351  -3.4252

These are the Löwdin partial charges, in e, on atoms 1 to 6: number 1, K, carries 0.62; number 2, S, carries 0.92; number 3, S, carries 0.46; number 4, S, carries 0.82; number 5, S, carries 0.52; number 6, S, carries 0.42

---

Density functional theory data (the ωB97M-V functional and the def2-TZVPD basis) for a molecular structure, C36H37F3IrN6O4S4.

Calculated values
<S²> = 0.75
ΔE to the lowest compared entry with this formula, charge and spin = 55.5 kJ/mol
orbital gap (alpha / beta) = 6.847 / 6.430 eV
LUMO level (alpha / beta) = -5.91 / -6.31 eV
net charge = +2
E_HOMO (alpha / beta) = -12.76 / -12.74 eV
2S+1 = 2

Element x y z (Å)
Ir  0.2462  0.9630  0.2849
S  -1.1907  1.3930  3.2045
S  2.2871  -0.7938  -1.7051
S  5.3315  -0.2310  4.3440
S  -1.8591  -2.0133  0.6538
F  -4.1981  -1.7949  -0.4983
F  -3.1482  0.0837  -0.2461
F  -4.0248  -0.9113  1.4709
O  -1.2205  -1.9111  -0.7732
O  -2.1859  -3.3509  0.9808
O  1.6692  0.5338  -1.1899
O  -1.1028  -1.1846  1.5536
N  -1.0715  1.8468  1.5427
N  -2.7048  3.5187  1.7032
N  -0.9188  2.0212  -1.0615
N  -2.7881  -2.5306  -3.1232
N  1.6942  0.5533  1.7130
N  8.1896  -0.5414  0.7928
C  -0.3973  -2.9445  -1.2877
C  -0.4380  -3.1087  -2.6650
C  0.4545  -4.0261  -3.2092
C  -1.6381  2.7738  -3.1989
C  -3.2430  4.8323  3.6712
C  4.8869  -0.9773  -2.4638
C  1.3167  -4.7663  -2.4109
C  -2.6184  3.7354  3.1034
C  -3.2196  -3.9106  -3.2988
C  -3.4283  -1.1010  0.3062
C  6.4875  -0.3456  2.9833
C  -1.8268  2.8287  -0.4671
C  7.5546  -1.6085  1.2699
C  8.0183  0.6128  1.4301
C  1.7577  -0.5394  2.4880
C  -3.1374  5.0517  5.0372
C  3.7938  1.2607  2.5880
C  -2.3893  4.1900  5.8237
C  3.8932  0.1007  3.3517
C  1.2979  -4.6009  -1.0351
C  4.5418  -2.0382  -1.4112
C  -1.7472  3.1031  5.2464
C  0.4416  -3.6705  -0.4614
C  -1.8686  2.7268  1.0138
C  7.1872  0.7637  2.5342
C  2.6905  1.4504  1.7867
C  6.6893  -1.5663  2.3543
C  2.8330  -0.7963  3.3169
C  3.5982  -0.2146  -2.8199
C  -1.4095  -2.3450  -3.5294
C  -2.5688  3.6032  -2.6026
C  -2.6601  3.6372  -1.2176
C  -3.6597  -1.6126  -3.8338
C  3.4817  -1.4187  -0.5092
C  -1.8778  2.8680  3.8872
C  -0.8264  1.9984  -2.3907
H  5.6235  -0.2833  -2.0600
H  -3.1375  -4.2456  -4.3445
H  -1.1829  -1.2755  -3.4724
H  -3.8140  5.5147  3.0524
H  -3.6435  -1.7646  -4.9246
H  1.9754  -5.4964  -2.8618
H  -1.2435  -2.6446  -4.5787
H  -1.1644  2.4289  5.8617
H  -4.2600  -4.0057  -2.9920
H  5.3223  -1.4294  -3.3518
H  -2.3022  4.3585  6.8878
H  3.6578  0.8593  -2.6433
H  -0.0608  1.3479  -2.7899
H  -3.6373  5.9016  5.4797
H  7.7467  -2.5488  0.7637
H  0.9168  -1.2156  2.4232
H  8.5716  1.4622  1.0464
H  3.2564  -0.3868  -3.8382
H  3.8694  -0.5670  0.0554
H  5.4131  -2.3246  -0.8253
H  0.4435  -4.1861  -4.2807
H  4.1519  -2.9437  -1.8827
H  6.1967  -2.4634  2.7055
H  1.9381  -5.2010  -0.4017
H  0.4273  -3.5322  0.6114
H  -3.3594  -0.5821  -3.6267
H  2.5873  2.3322  1.1676
H  4.5721  2.0101  2.6101
H  -3.3872  4.2894  -0.7565
H  -1.5368  2.7199  -4.2733
H  -4.6855  -1.7417  -3.4912
H  2.9835  -2.1221  0.1546
H  2.8515  -1.7010  3.9086
H  -2.6249  -4.5784  -2.6751
H  -3.2761  4.1687  1.1925
H  -3.2192  4.2249  -3.2026
H  7.0993  1.7211  3.0300

These are the Löwdin partial charges, in e, on atoms 1 to 6: number 1, Ir, carries 1.23; number 2, S, carries 1.05; number 3, S, carries 1.05; number 4, S, carries 1.03; number 5, S, carries 0.70; number 6, F, carries 0.20

---

Computed total energy, in the same sequence as the records: -106787.304, -121591.912, -109381.547 eV.